1.
A cluster of 2 separate species, C9H6F2O in total, computed with the ωB97M-V functional and the def2-TZVPD basis.

Each line ends with the Mulliken charge.
Positions of all 18 atoms, in Å:
C 4.0502 1.2352 -0.2452  -0.329
C 3.6018 0.7691 -1.2474  0.218
C -1.3279 -0.6810 -1.1085  -0.539
C -0.8494 -1.5385 -0.1316  -0.380
C -1.1535 0.6881 -0.9799  -0.500
C -0.1969 -1.0295 0.9752  -0.370
C -0.4906 1.2110 0.1144  -0.400
C -0.0102 0.3417 1.0857  0.619
C 1.2485 1.9387 2.2057  0.113
O 0.6505 0.7743 2.2158  -0.252
F 3.1172 0.2471 -2.3168  -0.258
F 1.7982 2.0570 3.4285  -0.224
H -1.8430 -1.0746 -1.9719  0.376
H -0.9848 -2.6041 -0.2328  0.373
H -1.5382 1.3507 -1.7407  0.381
H 0.1830 -1.6753 1.7530  0.412
H -0.3349 2.2722 0.2369  0.389
H 4.4224 1.6870 0.6229  0.371

Atoms 1-6, force components in eV/Å:
-0.3481 -0.2520 -0.6991
-0.0911 -0.1193 -0.0929
-0.1135 0.0713 -0.1634
-0.0259 0.1019 0.0360
-0.0531 -0.1382 -0.1119
0.1223 0.1076 0.1459

Computed properties:
2S+1: 3
LUMO level (alpha / beta), eV: 0.803 / -2.111
⟨S²⟩: 2.004
Electronic energy, a.u.: -621.23712
Gap between HOMO and LUMO (alpha / beta), eV: 8.040 / 7.256

2.
A cluster of 3 separate species, C6H16N2O in total, computed with the ωB97M-V functional and the def2-TZVPD basis.

Each line ends with the Mulliken charge.
Positions of all 25 atoms, in Å:
C 0.0629 0.7478 0.4790  0.746
C 0.1318 -0.4665 -0.2446  1.163
C 2.1198 0.3918 1.0001  -1.258
C 0.1315 2.1186 -0.1328  -1.685
C 0.0406 -1.7822 0.4834  -1.761
C 0.7832 -0.5431 -1.6028  -1.662
N -1.8762 0.0792 -0.7453  -0.332
N -2.8554 -0.7601 -0.1930  -0.603
O -0.5994 0.6813 1.6758  -0.485
H -1.0856 1.5030 1.8266  0.354
H -1.8101 -0.1595 -1.7364  0.239
H -2.6397 -1.7595 -0.2281  0.257
H -3.0031 -0.5032 0.7783  0.259
H 0.7442 2.1378 -1.0302  0.358
H 2.4957 -0.6228 1.1045  0.345
H 2.7001 0.9655 0.2810  0.343
H 2.0758 0.8669 1.9781  0.407
H 0.5522 2.8206 0.5934  0.443
H -0.8756 2.4563 -0.3854  0.495
H 0.3414 -1.3675 -2.1688  0.450
H -0.2257 -1.6820 1.5339  0.306
H -0.7102 -2.4217 0.0069  0.451
H 0.9879 -2.3217 0.4203  0.426
H 0.6615 0.3735 -2.1781  0.413
H 1.8524 -0.7526 -1.5158  0.333

Atoms 1-6, force components in eV/Å:
4.0745 0.1055 1.6273
-3.3444 -0.4326 -1.5199
-1.6580 1.1779 0.0896
-0.1251 -0.0679 0.1119
-0.1617 0.1701 -0.0655
-0.0782 0.0836 0.2211

Computed properties:
Energy relative to the best compared isomer or geometry (same formula, charge and spin), kJ/mol: 548.37
LUMO level (alpha / beta), eV: 0.775 / 0.775
Electronic energy, a.u.: -422.77785
Gap between HOMO and LUMO (alpha / beta), eV: 7.276 / 7.277

3.
A cluster of 2 separate species, C4H13N2OS in total, computed with the ωB97M-V functional and the def2-TZVPD basis.

Each line ends with the Mulliken charge.
Positions of all 21 atoms, in Å:
C 0.9969 -1.1086 0.8345  -1.199
C 0.2950 -1.0886 -0.5463  0.244
C -1.1512 -0.4969 -0.5648  -0.687
S -2.3963 -1.3157 0.3969  -0.619
N 1.1513 -0.4110 -1.5787  -0.560
C 1.3677 1.0367 -1.4322  -0.393
N 2.4501 1.5100 -0.5699  -0.551
H 1.9997 -0.7089 0.7995  0.377
H 1.0571 -2.0913 1.2591  0.329
H 0.5938 -0.3011 1.4680  0.195
H 0.1392 -2.1732 -0.6760  0.301
H -1.1351 0.5369 -0.1984  -0.022
H -1.3298 -0.4503 -1.6641  0.245
H 0.8135 -0.5763 -2.5150  0.311
H 1.5851 1.5134 -2.4012  0.400
H 0.4595 1.4949 -1.0259  0.216
H 3.3101 1.7557 -1.0400  0.214
H 2.6460 0.8825 0.1805  0.230
H -1.1155 1.5474 2.7834  0.331
H -0.8866 2.7258 1.8152  0.302
O -0.5390 2.2902 2.5867  -0.664

Atoms 1-6, force components in eV/Å:
-0.0533 2.2563 -0.2492
-0.3155 0.2417 0.6423
1.1468 0.4711 -0.5035
-0.4577 -0.6451 0.3624
0.7912 -0.3381 0.2546
-0.3451 0.2793 0.2456

Computed properties:
Energy relative to the best compared isomer or geometry (same formula, charge and spin), kJ/mol: 107.39
Charge: -1
LUMO level, eV: 3.680
Electronic energy, a.u.: -743.13818
Gap between HOMO and LUMO, eV: 6.165

4.
A cluster of 2 separate species, C3H4ClF in total, computed with the ωB97M-V functional and the def2-TZVPD basis.

Each line ends with the Mulliken charge.
Positions of all 9 atoms, in Å:
C 0.7753 -1.4953 0.9028  -0.390
C 1.9418 -0.5670 0.6096  -0.134
C 0.7608 -0.0986 0.3134  0.161
F 0.1828 0.9634 -0.1870  -0.232
Cl -0.2454 -4.3673 -1.8684  -0.289
H 0.5430 -2.4381 0.3570  0.118
H 0.5059 -1.4732 1.9592  0.182
H 0.7260 -3.7570 -2.6391  0.270
H 3.0178 -0.3985 0.7944  0.314

Atoms 1-6, force components in eV/Å:
-0.9731 0.4906 0.4607
-0.0799 1.0816 -0.4116
2.8494 -1.3352 0.0498
-0.7861 -0.0334 0.0386
1.7732 1.1101 -1.4049
0.2952 0.8551 0.2034

Computed properties:
Energy relative to the best compared isomer or geometry (same formula, charge and spin), kJ/mol: 265.57
LUMO level, eV: 0.594
Electronic energy, a.u.: -676.64034
SMILES string: FC1=CC1.Cl
Gap between HOMO and LUMO, eV: 9.923

5.
A cluster of 2 separate species, C4H4N2OS in total, computed with the ωB97M-V functional and the def2-TZVPD basis.

Each line ends with the Mulliken charge.
Positions of all 12 atoms, in Å:
C 0.7183 -0.5920 1.7274  -0.311
C 1.2864 0.5415 -1.9031  -0.035
C -0.3058 -0.8947 1.1987  -0.159
C -0.4552 1.2114 -0.2297  0.652
N 0.2397 1.0047 -1.2009  -0.233
N -1.5747 -1.3710 0.9120  -0.538
O -1.0612 1.6783 0.6505  -0.426
S 2.7947 0.9020 -1.5382  -0.237
H 1.4834 -0.0341 2.0828  0.453
H 0.9926 -0.0679 -2.8798  0.259
H -2.3085 -0.8113 1.2869  0.289
H -1.8098 -1.5669 -0.1066  0.287

Atoms 1-6, force components in eV/Å:
-0.8464 -0.5190 -0.5702
-0.5769 -1.2818 -2.2240
-2.4335 -1.5792 -0.0969
1.8547 1.2692 -0.9663
-2.3275 -0.1078 1.0789
0.8413 -0.4315 -2.2166

Computed properties:
Energy relative to the best compared isomer or geometry (same formula, charge and spin), kJ/mol: 349.20
LUMO level, eV: -0.610
Electronic energy, a.u.: -737.63646
SMILES string: O=C=NC=S.C#CN
Gap between HOMO and LUMO, eV: 8.593

6.
A cluster of 8 separate species, C25H40N10O16 in total, computed with the ωB97M-V functional and the def2-TZVPD basis.

Each line ends with the Mulliken charge.
Positions of all 91 atoms, in Å:
O 3.4973 -0.5423 0.1242  -0.298
C 4.5465 0.3695 -0.1164  -0.811
C 4.3905 1.4338 0.9095  -0.323
C 3.6124 2.6420 0.4395  -1.603
C 2.2734 2.3072 -0.0904  0.815
C 1.9833 2.4208 -1.4280  -0.411
C 0.7614 2.1007 -1.9957  0.002
C 0.5312 2.2861 -3.4436  -0.898
C 1.2138 1.2446 -4.2729  -0.643
O 0.6307 -0.0265 -4.1416  -0.501
C -0.2245 1.5932 -1.1373  0.258
N -1.4386 1.2106 -1.6116  -0.362
C -2.3187 0.7261 -0.7970  0.469
C -3.5867 0.2734 -1.3346  0.520
C -4.7673 0.4721 -0.6812  -0.435
C -5.9244 0.0592 -1.2465  -0.553
C -5.8949 -0.5569 -2.4709  -0.356
N -4.7523 -0.7718 -3.1263  -0.632
C -3.6124 -0.3614 -2.5628  -0.538
C -2.0480 0.6163 0.5605  -0.786
N -0.9190 0.9814 1.0573  -0.601
C 0.0524 1.4782 0.2376  -0.303
C 1.2792 1.8519 0.7507  -0.249
H 3.3403 -1.0783 -0.6507  0.160
H 4.4861 0.7725 -1.1107  0.334
H 5.5059 -0.0971 -0.0248  0.453
H 5.3433 1.7405 1.2713  0.501
H 3.8513 0.9829 1.7157  0.230
H 4.1622 3.1090 -0.3464  0.421
H 3.5363 3.3289 1.2551  0.395
H 2.7424 2.8088 -2.0616  0.556
H 0.9033 3.2467 -3.7327  0.452
H -0.5124 2.2629 -3.6690  0.293
H 2.2556 1.2059 -4.0256  0.353
H 1.1461 1.5064 -5.3057  0.446
H 1.0859 -0.5182 -3.4616  0.247
H -4.7826 0.9790 0.2548  0.465
H -6.8586 0.2240 -0.7699  0.439
H -6.7928 -0.8704 -2.9418  0.418
H -2.7061 -0.5275 -3.0879  0.685
H -2.7844 0.2165 1.2129  0.538
H 1.4449 1.7515 1.7936  0.824
C 3.7542 1.9465 5.2700  -0.700
N 4.6726 2.4871 4.2296  0.908
O 5.6966 1.8849 4.0012  -0.517
O 4.3256 3.5072 3.6722  -0.520
H 4.1946 1.0435 5.6708  0.307
H 3.6406 2.7143 6.0273  0.296
H 2.8020 1.7529 4.7877  0.241
C 2.4266 -4.6337 -2.5042  -0.784
N 3.0268 -3.3135 -2.1759  0.826
O 2.2899 -2.4498 -1.7259  -0.487
O 4.2058 -3.1579 -2.3664  -0.519
H 1.3715 -4.5919 -2.2694  0.328
H 2.6030 -4.8045 -3.5606  0.300
H 2.9469 -5.3741 -1.9062  0.296
C -5.4399 3.3232 -3.3606  -0.254
N -6.5074 3.9835 -2.5549  0.909
O -6.9778 3.3698 -1.6266  -0.523
O -6.8366 5.1048 -2.8854  -0.554
H -5.2624 2.3399 -2.9424  -0.119
H -5.7970 3.2705 -4.3833  0.292
H -4.5587 3.9531 -3.3033  0.300
C 0.2498 -1.9691 1.4275  -0.585
N 0.3850 -3.4508 1.4182  0.989
O 1.2692 -3.9543 2.0763  -0.566
O -0.4010 -4.0715 0.7347  -0.573
H 1.0203 -1.5559 2.0644  0.286
H 0.3684 -1.6416 0.3991  0.146
H -0.7449 -1.7315 1.7886  0.281
C 0.7910 -6.1989 4.5030  -0.647
N 1.0251 -5.7015 5.8842  0.957
O 1.5348 -6.4619 6.6863  -0.567
O 0.7105 -4.5603 6.1287  -0.563
H 1.1241 -7.2242 4.4536  0.294
H -0.2714 -6.1143 4.2987  0.302
H 1.3582 -5.5692 3.8297  0.233
C -7.0873 8.1946 -2.8668  -0.679
N -6.9572 9.3914 -3.7442  0.876
O -5.8432 9.7800 -4.0226  -0.527
O -7.9858 9.9005 -4.1322  -0.528
H -6.0950 7.8532 -2.6106  0.290
H -7.6493 8.5011 -1.9913  0.290
H -7.6345 7.4437 -3.4194  0.288
C 4.1006 -8.3922 4.9586  -0.646
N 4.4100 -7.5312 3.7817  0.881
O 5.5661 -7.2696 3.5469  -0.531
O 3.4615 -7.1326 3.1355  -0.515
H 5.0354 -8.6603 5.4319  0.324
H 3.4587 -7.8186 5.6222  0.224
H 3.5724 -9.2633 4.5857  0.268

Atoms 1-6, force components in eV/Å:
-0.3135 -0.3053 0.1156
-0.3815 -0.3059 0.1142
-0.1757 0.4636 -0.0717
0.1568 -0.2235 -0.0747
-0.8623 -0.4421 1.3581
-0.9452 -0.0879 -1.1330

Computed properties:
LUMO level, eV: -0.561
Electronic energy, a.u.: -2727.36219
SMILES string: OCCCc1cc(CCO)c2nc(-c3cccnc3)cnc2c1.C[N+](=O)[O-].C[N+](=O)[O-].C[N+](=O)[O-].C[N+](=O)[O-].C[N+](=O)[O-].C[N+](=O)[O-].C[N+](=O)[O-]
Gap between HOMO and LUMO, eV: 8.150